One molecule with the formula C8H14N4O5 at a distorted geometry. Source: the Open Molecules 2025 dataset; level of theory: ωB97M-V with the def2-TZVPD basis set.

Each line ends with the Mulliken charge.
Element x y z (Å)
C -1.518 -0.578 0.718  0.51
C -0.023 -0.970 0.675  0.11
C -2.260 -0.620 -0.669  -0.85
C -3.810 -0.584 -0.485  0.15
C 2.052 -0.647 -0.555  0.17
C 2.881 -1.847 -0.220  0.16
C 2.376 0.600 0.235  -0.85
C 1.721 1.887 -0.329  0.56
H -1.141 0.668 2.255  0.35
H -0.904 1.326 0.749  0.23
H -1.933 -1.313 1.356  0.41
H -1.913 -1.462 -1.220  0.54
H -2.069 0.333 -1.154  0.30
H -3.629 0.844 1.093  0.25
H -5.243 0.418 0.636  0.20
H 0.187 -0.558 -1.332  0.27
H 2.413 -0.510 -1.550  0.65
H 2.190 0.403 1.255  0.37
H 3.470 0.811 0.098  0.43
H 2.143 3.804 -0.904  0.30
H 3.535 2.980 -0.208  0.24
H 1.306 -2.755 -0.718  0.44
N -1.577 0.758 1.304  -0.74
N -4.265 0.245 0.516  -0.31
N 0.652 -0.992 -0.535  -0.41
N 2.505 2.975 -0.346  -0.41
O 0.647 -1.147 1.706  -0.67
O -4.558 -1.193 -1.239  -0.63
O 3.963 -1.789 0.251  -0.55
O 0.555 1.930 -0.824  -0.67
O 2.248 -3.018 -0.560  -0.56

Forces on atoms 1 to 6 (eV/Å):
C 0.8 -0.1 -1.7
C 1.5 0.1 1.0
C -0.6 1.2 2.4
C -0.3 -0.1 -0.3
C 0.0 0.2 0.5
C -1.2 -1.5 0.6

## Properties
- Highest occupied orbital energy: -9.69 eV
- Spin multiplicity: 1
- Frontier orbital gap: 9.931 eV
- Strongest force on any atom: 0.0539 Eh/bohr
- Energy: -24722.612 eV
- ΔE to the lowest compared entry with this formula, charge and spin: 1.262 eV

***

An isolated ion of composition C7H13N2 and charge +1 at a distorted geometry. Source: the Open Molecules 2025 dataset; level of theory: ωB97M-V with the def2-TZVPD basis set.

Each line ends with the Mulliken charge.
Element x y z (Å)
C -2.539 0.999 0.354  -0.50
C -1.206 1.250 0.339  -0.04
C -2.653 -0.461 0.144  -0.55
C 1.622 0.087 1.100  -1.28
C 1.070 -1.674 -0.418  -1.69
C 1.361 0.918 -1.220  -1.25
C 0.866 -0.134 -0.140  0.90
N -1.345 -0.939 -0.112  -0.72
N -0.553 -0.007 0.032  1.03
H -3.219 1.785 0.262  0.44
H -0.474 2.088 0.346  0.34
H -2.849 -0.976 0.993  0.37
H -3.328 -0.923 -0.561  0.42
H 1.005 0.806 1.779  0.33
H 1.715 -0.810 1.695  0.35
H 2.561 0.579 0.990  0.35
H 0.368 -1.997 -1.138  0.46
H 0.879 -2.237 0.468  0.47
H 2.081 -1.808 -0.647  0.44
H 1.066 1.936 -0.879  0.42
H 2.490 0.848 -1.108  0.38
H 1.082 0.670 -2.277  0.32

Forces on atoms 1 to 6 (eV/Å):
C 2.8 -0.1 -0.7
C 0.6 -0.3 -0.6
C 0.4 1.5 -2.4
C -1.9 2.2 3.7
C -0.5 2.0 -0.2
C 0.9 -1.1 0.5

## Properties
- Highest occupied orbital energy: -15.42 eV
- Spin multiplicity: 1
- Frontier orbital gap: 10.370 eV
- Strongest force on any atom: 0.0916 Eh/bohr
- Charge: +1
- Energy: -10440.826 eV
- ΔE to the lowest compared entry with this formula, charge and spin: 3.371 eV

***

A 2-piece molecular cluster, C4H5NO3 overall at a distorted geometry. Source: the Open Molecules 2025 dataset; level of theory: ωB97M-V with the def2-TZVPD basis set.

Each line ends with the Mulliken charge.
Element x y z (Å)
C 0.715 0.870 -0.323  0.64
C -1.772 1.531 -0.473  -0.16
C -0.524 1.135 -0.524  -0.32
C 0.780 -2.477 0.595  0.14
N 1.838 0.371 -0.266  -0.59
O -2.250 2.699 -0.016  -0.43
O -0.288 -2.037 0.296  -0.49
O 1.947 -2.075 0.190  -0.50
H -2.504 0.784 -0.738  0.32
H 0.788 -3.220 1.414  0.34
H -3.266 2.648 -0.135  0.38
H 2.631 0.870 0.172  0.22
H 1.904 -1.099 -0.192  0.44

Forces on atoms 1 to 6 (eV/Å):
C -1.7 0.6 -0.6
C -0.2 -0.8 0.2
C 1.9 0.6 0.6
C -0.1 -0.5 1.6
N 1.1 0.6 0.4
O -2.3 -0.2 -0.5

## Properties
- Highest occupied orbital energy: -9.43 eV
- Spin multiplicity: 1
- Frontier orbital gap: 9.396 eV
- Strongest force on any atom: 0.0492 Eh/bohr
- Energy: -11858.712 eV
- ΔE to the lowest compared entry with this formula, charge and spin: 3.289 eV

***

C24H22IN5Na as an isolated structure. Source: the Open Molecules 2025 dataset; level of theory: ωB97M-V with the def2-TZVPD basis set.

Each line ends with the Mulliken charge.
Element x y z (Å)
Na 0.761 -1.508 1.490  0.88
C 1.413 2.317 -3.369  -0.36
C 0.322 2.851 -2.698  -0.87
C 0.136 2.582 -1.352  -0.35
C 1.026 1.762 -0.667  -0.94
C 2.129 1.247 -1.334  -0.08
C 2.317 1.521 -2.680  -0.95
N -0.609 1.093 1.053  1.42
N -1.220 1.498 2.253  -1.56
C -1.353 0.531 3.163  0.26
C -2.067 0.855 4.362  -0.77
C -2.260 -0.100 5.317  -0.13
C -1.751 -1.398 5.128  -0.84
C -1.061 -1.634 3.962  -0.29
N -0.855 -0.731 2.997  0.02
H 1.550 2.515 -4.425  0.39
H -0.387 3.476 -3.227  0.38
H -0.729 2.975 -0.829  0.42
H 2.811 0.598 -0.800  0.46
H 3.164 1.095 -3.204  0.40
H -2.447 1.862 4.469  0.41
H -2.806 0.135 6.225  0.36
H -1.885 -2.178 5.865  0.39
H -0.622 -2.613 3.774  0.31
C -1.166 -1.697 -1.192  -1.57
N -0.443 -0.671 -0.467  0.15
C -1.094 0.020 0.389  -0.45
C 0.780 1.513 0.821  2.49
C 1.080 2.794 1.566  -1.15
C 2.099 2.553 2.392  -0.51
C 2.409 1.130 2.264  -0.60
N 1.698 0.527 1.388  -0.42
C -1.089 -1.427 -2.675  0.57
C -2.147 -0.842 -3.359  -0.28
C -2.055 -0.573 -4.718  -0.64
C -0.895 -0.884 -5.411  -0.42
C 0.174 -1.454 -4.732  -0.59
C 0.076 -1.722 -3.376  -0.19
H -2.221 -1.758 -0.881  0.54
H -0.697 -2.664 -0.982  0.37
H -2.145 -0.180 0.628  0.36
H 0.559 3.722 1.387  0.49
H 2.600 3.250 3.047  0.46
H 3.145 0.585 2.847  0.40
H -3.050 -0.582 -2.815  0.34
H -2.893 -0.123 -5.236  0.37
H -0.824 -0.685 -6.474  0.38
H 1.088 -1.694 -5.263  0.38
H 0.914 -2.151 -2.838  0.40
I 3.329 -2.931 2.947  -0.28
C 1.685 -3.822 1.732  -0.96
H 1.244 -4.508 2.468  0.16
H 2.260 -4.477 1.066  0.25

Forces on atoms 1 to 6 (eV/Å):
Na 0.3 -0.9 0.0
C 0.0 0.0 0.0
C 0.0 0.0 0.0
C -0.1 -0.1 0.0
C 0.1 0.1 0.0
C -0.1 0.0 0.1

## Properties
- Highest occupied orbital energy: -3.88 eV
- Spin multiplicity: 1
- Frontier orbital gap: 6.223 eV
- Strongest force on any atom: 0.0176 Eh/bohr
- Charge: -1
- Energy: -45212.604 eV

***

A 4-piece molecular cluster, C9H12Br3N3O6 overall at a distorted geometry. Source: the Open Molecules 2025 dataset; level of theory: ωB97M-V with the def2-TZVPD basis set.

Each line ends with the Mulliken charge.
Element x y z (Å)
C -2.918 0.749 -0.958  -1.08
N -3.791 1.950 -1.154  0.89
O -4.281 2.101 -2.275  -0.51
O -3.807 2.801 -0.261  -0.51
H -3.543 -0.091 -0.653  0.42
H -2.257 0.888 -0.103  0.44
H -2.339 0.532 -1.856  0.31
C 3.651 1.628 2.898  -0.62
N 3.043 1.125 4.141  0.88
O 3.802 0.522 4.855  -0.53
O 1.865 1.211 4.330  -0.54
H 4.399 2.274 3.358  0.32
H 2.964 2.252 2.327  0.17
H 4.039 0.772 2.347  0.29
C 0.010 -1.087 1.086  -0.45
C -0.918 -2.130 1.277  -0.66
C -1.457 -2.832 0.156  -0.33
C -0.933 -2.602 -1.077  0.08
C 0.017 -1.583 -1.313  -0.35
C 0.551 -0.884 -0.219  0.23
N -1.575 -3.332 -2.195  0.90
O -1.475 -2.955 -3.377  -0.56
O -2.181 -4.391 -1.923  -0.55
H 0.374 -0.433 1.864  0.57
H -1.242 -2.432 2.262  0.40
H -2.181 -3.620 0.304  0.49
H 0.394 -1.269 -2.274  0.34
H 1.252 -0.073 -0.357  -0.06
C 1.731 2.295 -2.271  -0.44
Br -0.265 2.256 -1.976  0.09
Br 2.337 0.958 -3.710  -0.01
Br 2.835 2.124 -0.537  -0.02
H 1.901 3.275 -2.716  0.40

Forces on atoms 1 to 6 (eV/Å):
C -0.1 -0.6 0.9
N 0.9 1.5 -0.8
O 0.2 -0.4 1.5
O -0.3 -1.3 -0.8
H -0.2 0.0 -0.5
H -0.1 0.5 -0.2

## Properties
- Highest occupied orbital energy: -10.33 eV
- Spin multiplicity: 1
- Frontier orbital gap: 8.695 eV
- Strongest force on any atom: 0.0603 Eh/bohr
- Energy: -236400.314 eV
- ΔE to the lowest compared entry with this formula, charge and spin: 1.359 eV